11 unconnected molecules or ions with the total composition C74H169N11O11, computed with ωB97M-V/def2-TZVPD.

```
265
C74H169N11O11 | the OMol25 dataset | ωB97M-V/def2-TZVPD
C 9.82 -17.56 4.51
C 11.31 -17.47 3.96
C 11.42 -16.99 2.47
C 12.16 -16.41 4.73
C 12.50 -16.86 6.17
C 13.22 -18.20 6.31
C 12.50 -19.23 5.43
C 13.55 -20.33 5.09
C 11.35 -19.92 6.24
N 12.02 -18.76 4.04
O 11.36 -19.69 3.26
H 9.21 -18.18 3.85
H 9.69 -17.78 5.57
H 9.46 -16.53 4.45
H 12.43 -17.12 2.07
H 10.72 -17.50 1.82
H 11.11 -15.94 2.44
H 13.10 -16.22 4.21
H 11.59 -15.49 4.68
H 13.08 -16.03 6.57
H 11.53 -16.99 6.63
H 13.15 -18.45 7.37
H 14.28 -18.16 6.06
H 14.28 -19.87 4.42
H 13.04 -21.12 4.55
H 14.08 -20.74 5.95
H 10.72 -20.64 5.73
H 10.71 -19.22 6.79
H 11.74 -20.54 7.04
H 11.98 -19.85 2.54
C 6.25 -18.06 12.89
C 6.23 -16.63 13.64
C 7.24 -15.62 12.94
C 4.88 -15.96 13.51
C 3.81 -16.58 14.38
C 4.26 -16.62 15.82
C 5.70 -17.21 16.14
C 6.10 -16.61 17.50
C 5.65 -18.75 16.26
N 6.63 -16.76 15.09
O 7.87 -17.21 15.23
H 5.43 -18.74 13.12
H 6.25 -17.95 11.81
H 7.26 -18.48 12.87
H 7.01 -15.72 11.88
H 7.09 -14.66 13.43
H 8.29 -15.91 13.01
H 5.05 -14.90 13.69
H 4.64 -15.84 12.45
H 3.01 -15.84 14.37
H 3.50 -17.59 14.08
H 3.45 -17.25 16.19
H 4.19 -15.62 16.24
H 7.03 -17.00 17.92
H 5.34 -16.78 18.26
H 6.37 -15.55 17.45
H 4.91 -18.90 17.05
H 6.61 -19.21 16.48
H 5.29 -19.14 15.30
H 8.28 -16.47 15.68
C -7.18 -19.87 20.01
C -6.03 -18.90 19.62
C -6.54 -17.41 19.49
C -5.10 -18.92 20.87
C -3.68 -18.36 20.71
C -3.09 -19.02 19.38
C -3.98 -18.94 18.10
C -4.04 -17.54 17.54
C -3.39 -19.84 16.98
N -5.32 -19.48 18.43
O -6.20 -19.50 17.38
H -7.53 -19.67 21.02
H -8.06 -19.74 19.38
H -7.00 -20.94 20.00
H -7.06 -17.25 18.54
H -7.40 -17.23 20.13
H -5.75 -16.70 19.71
H -5.54 -18.41 21.73
H -4.92 -19.94 21.22
H -3.61 -17.27 20.76
H -3.17 -18.77 21.58
H -3.08 -20.09 19.58
H -2.09 -18.73 19.04
H -3.12 -17.30 17.02
H -4.05 -16.73 18.28
H -4.88 -17.46 16.86
H -3.89 -19.67 16.03
H -3.54 -20.90 17.21
H -2.34 -19.68 16.73
H -6.24 -20.44 17.18
C 13.94 -12.52 16.32
C 14.10 -13.67 17.28
C 13.92 -14.98 16.47
C 15.49 -13.50 17.81
C 15.78 -14.25 19.10
C 14.81 -13.75 20.13
C 13.37 -14.12 19.73
C 13.11 -15.63 19.87
C 12.46 -13.34 20.67
N 13.10 -13.58 18.34
O 11.79 -13.54 17.92
H 14.74 -12.45 15.58
H 12.94 -12.48 15.89
H 14.00 -11.53 16.78
H 14.67 -15.06 15.67
H 13.89 -15.91 17.03
H 13.05 -14.86 15.82
H 16.13 -13.86 17.00
H 15.83 -12.47 17.83
H 15.84 -15.33 19.02
H 16.80 -14.01 19.38
H 14.89 -12.67 20.26
H 15.09 -14.34 21.00
H 12.30 -15.94 19.21
H 12.70 -15.85 20.86
H 14.02 -16.21 19.71
H 11.40 -13.59 20.57
H 12.53 -12.29 20.38
H 12.80 -13.47 21.70
H 11.57 -12.60 17.90
C 7.30 -9.49 3.92
C 7.20 -8.96 5.41
C 6.18 -7.77 5.42
C 6.51 -10.17 6.18
C 6.63 -9.95 7.67
C 8.14 -9.89 8.15
C 8.85 -8.74 7.44
C 8.43 -7.35 8.01
C 10.40 -8.98 7.74
N 8.59 -8.75 6.00
O 9.43 -7.87 5.33
H 7.94 -10.38 3.92
H 6.25 -9.73 3.75
H 7.70 -8.79 3.19
H 5.22 -8.10 5.03
H 5.99 -7.44 6.44
H 6.60 -6.93 4.86
H 5.45 -10.29 5.98
H 6.96 -11.09 5.79
H 6.12 -9.01 7.90
H 6.19 -10.79 8.20
H 8.77 -10.77 8.09
H 8.12 -9.65 9.22
H 7.34 -7.30 8.04
H 8.90 -6.50 7.50
H 8.73 -7.30 9.05
H 10.79 -8.84 8.75
H 11.12 -8.41 7.16
H 10.63 -9.95 7.30
H 9.99 -8.51 4.88
C 0.42 -14.80 4.16
C -0.33 -16.07 4.65
C -0.29 -17.19 3.52
C 0.41 -16.60 5.92
C -0.33 -17.69 6.73
C -1.59 -17.02 7.23
C -2.52 -16.26 6.17
C -3.29 -17.26 5.43
C -3.43 -15.26 6.92
N -1.63 -15.58 5.15
O -2.35 -14.89 4.15
H 0.30 -13.98 4.87
H 0.13 -14.55 3.14
H 1.49 -14.97 4.15
H 0.71 -17.32 3.08
H -0.93 -16.86 2.71
H -0.79 -18.11 3.81
H 1.20 -17.24 5.51
H 0.86 -15.84 6.57
H 0.33 -18.05 7.52
H -0.64 -18.56 6.17
H -1.39 -16.34 8.06
H -2.14 -17.86 7.66
H -2.63 -17.90 4.83
H -3.96 -17.86 6.04
H -3.96 -16.92 4.64
H -2.91 -14.58 7.60
H -3.93 -14.57 6.24
H -4.24 -15.71 7.50
H -2.06 -13.98 4.23
C 12.03 -22.90 13.93
O 12.41 -24.25 14.26
C 12.23 -25.29 13.30
C 12.74 -26.64 13.80
C 14.16 -26.54 14.28
N 12.64 -27.71 12.80
H 12.32 -22.20 14.71
H 10.95 -22.78 13.81
H 12.53 -22.44 13.07
H 11.16 -25.43 13.21
H 12.74 -25.06 12.37
H 12.10 -27.03 14.59
H 14.30 -25.88 15.14
H 14.85 -26.12 13.55
H 14.64 -27.47 14.61
H 11.68 -27.85 12.53
H 13.17 -27.42 11.99
C 1.67 -12.88 21.57
O 2.85 -12.14 21.70
C 3.26 -11.83 23.01
C 4.68 -11.28 22.89
C 5.45 -11.11 24.22
N 4.61 -10.01 22.13
H 1.83 -13.84 22.06
H 1.43 -12.90 20.51
H 0.87 -12.33 22.07
H 2.60 -11.06 23.42
H 3.23 -12.62 23.75
H 5.20 -11.92 22.19
H 6.50 -11.10 23.93
H 5.30 -11.98 24.86
H 5.28 -10.23 24.85
H 4.01 -9.37 22.63
H 4.07 -10.15 21.29
C 8.97 -24.04 20.30
O 7.81 -24.39 21.08
C 7.37 -23.31 21.89
C 6.12 -23.82 22.67
C 5.38 -22.69 23.29
N 6.31 -24.85 23.79
H 9.29 -24.88 19.69
H 9.79 -23.73 20.94
H 8.83 -23.21 19.59
H 8.12 -23.12 22.66
H 7.17 -22.42 21.30
H 5.49 -24.33 21.95
H 4.82 -22.16 22.51
H 6.04 -21.99 23.80
H 4.65 -23.12 23.98
H 6.76 -24.43 24.59
H 7.05 -25.44 23.45
C 3.64 -15.68 28.01
O 5.08 -15.83 27.96
C 5.58 -17.10 27.55
C 7.08 -17.01 27.31
C 7.49 -16.60 25.87
N 7.76 -18.22 27.68
H 3.08 -16.12 28.83
H 3.22 -16.12 27.10
H 3.48 -14.61 27.99
H 5.33 -17.84 28.32
H 5.08 -17.39 26.63
H 7.47 -16.32 28.05
H 7.14 -17.35 25.16
H 8.57 -16.47 25.76
H 6.99 -15.66 25.63
H 8.71 -17.94 27.86
H 7.35 -18.46 28.58
C 4.37 -9.02 14.24
O 5.54 -8.53 14.88
C 6.23 -9.19 15.89
C 7.52 -8.34 16.16
C 8.45 -8.22 14.98
N 8.24 -9.01 17.26
H 4.68 -9.92 13.70
H 4.14 -8.36 13.41
H 3.43 -9.16 14.78
H 5.62 -9.27 16.78
H 6.60 -10.17 15.61
H 7.14 -7.41 16.58
H 8.62 -9.12 14.39
H 9.39 -7.74 15.24
H 7.86 -7.63 14.27
H 9.03 -8.59 17.74
H 7.53 -9.23 17.95
```

Properties
**SMILES string**: CC1(C)CCCC(C)(C)N1O.CC1(C)CCCC(C)(C)N1O.CC1(C)CCCC(C)(C)N1O.CC1(C)CCCC(C)(C)N1O.CC1(C)CCCC(C)(C)N1O.CC1(C)CCCC(C)(C)N1O.COC[C@H](C)N.COC[C@H](C)N.COC[C@H](C)N.COC[C@H](C)N.COC[C@H](C)N
**Strongest force on any atom**: 0.0983 hartree/bohr
**Net charge**: 0
**Energy relative to the best compared isomer or geometry (same formula, charge and spin)**: 190.8 kcal/mol
**Orbital gap**: 8.0268 eV